No. 1
Entry from OMol25: a molecular structure, C50H79AlBr2Cl6F4MgN4O11PS2Si2 (the ωB97M-V functional and the def2-TZVPD basis).

Last column: Löwdin charge in e.
CARTESIAN COORDINATES (ANGSTROEM)
C (-3.89939, 5.65434, 3.97054)  -0.1743
C (-5.18026, 4.70065, 4.14225)  -0.5181
S (-6.19295, 4.49375, 2.59152)  0.8063
C (-6.39405, 2.66294, 2.39490)  -0.4364
C (-5.24379, 1.93860, 1.56327)  -0.0738
C (-5.31965, 0.51266, 1.39528)  -0.0744
C (-6.54676, -0.33096, 2.00200)  -0.1312
C (-7.88330, -0.22710, 1.10530)  -0.1898
C (-7.58106, -0.37098, -0.48693)  -0.2086
C (-8.97896, 0.02145, -1.22398)  -0.2506
S (-8.73818, 0.25551, -3.06952)  0.4241
O (-10.06792, 0.74526, -3.61740)  -0.4077
O (-7.67928, 1.29382, -3.31097)  -0.4120
Cl (-8.30098, -1.58171, -3.96424)  0.3241
C (-4.18532, -0.31842, 0.60068)  -0.2235
O (-3.81185, -1.45467, 0.97687)  0.0442
C (-3.56525, 0.46844, -0.66427)  0.0298
C (-3.07799, -0.22643, -1.95739)  -0.0827
C (-3.15406, -1.80445, -2.15501)  -0.1294
C (-1.75573, -2.51068, -2.50222)  -0.1050
C (-0.47062, -1.79228, -1.89032)  -0.1060
F (-0.41964, -1.04251, -0.69839)  0.0543
C (0.77016, -1.94583, -2.57920)  -0.1462
F (0.98483, -2.91703, -3.57850)  0.0385
F (1.91466, -1.11481, -2.24739)  -0.3050
C (-2.49098, 0.64373, -3.11147)  -0.1430
C (-1.90503, 0.09591, -4.48843)  -0.1942
C (-2.99972, -0.47983, -5.51819)  -0.6725
C (-2.66253, -0.01916, -7.03872)  -0.1560
Br (-4.86651, 0.06878, -5.10275)  0.6897
C (-2.46667, 2.20425, -2.92035)  0.0572
C (-2.95403, 2.92340, -1.62996)  -0.0846
C (-2.86385, 4.51102, -1.59852)  -0.0854
C (-3.91350, 5.07070, -2.71348)  -0.1738
O (-3.34874, 5.09885, -4.05844)  -0.0858
C (-4.43729, 5.51357, -4.89989)  -0.3900
C (-5.26131, 4.44006, -5.76718)  0.0049
O (-4.79196, 6.72028, -5.02060)  0.0295
C (-3.48573, 2.03311, -0.48686)  0.0474
C (-3.97281, 2.66880, 0.91381)  -0.2290
O (-3.34780, 3.62567, 1.43132)  0.0008
H (-4.11942, 6.36267, 3.09056)  0.0667
H (-2.92602, 5.06967, 3.76143)  0.0705
H (-3.69465, 6.26365, 4.92696)  0.0745
H (-4.83527, 3.66571, 4.47932)  0.0819
H (-5.80642, 5.12901, 5.00803)  0.0740
H (-7.44588, 2.47634, 1.99253)  0.0703
H (-6.36774, 2.20991, 3.45905)  0.0975
H (-6.78608, -0.01874, 3.08770)  0.1223
H (-6.22519, -1.43906, 1.95757)  0.1197
H (-8.43878, 0.77217, 1.22799)  0.0959
H (-8.66340, -1.03986, 1.37238)  0.1260
H (-6.80583, 0.39274, -0.85789)  0.1123
H (-7.24676, -1.43430, -0.73058)  0.1201
H (-9.77823, -0.75567, -0.98388)  0.1202
H (-9.32421, 1.02338, -0.79644)  0.1216
H (-3.84761, -1.98357, -3.06584)  0.1038
H (-3.62322, -2.37855, -1.29074)  0.1108
H (-1.62098, -2.55325, -3.64901)  0.1060
H (-1.70372, -3.61635, -2.16408)  0.1397
H (-1.39153, 0.98368, -5.02423)  0.1097
H (-1.04515, -0.65016, -4.28258)  0.1027
H (-2.88970, -1.62835, -5.51380)  0.0924
H (-3.54551, 0.57970, -7.45881)  0.0514
H (-1.74524, 0.66444, -7.11028)  0.0737
H (-2.43634, -0.91686, -7.72970)  0.0856
H (-2.04043, 2.83899, -3.76212)  0.1037
H (-3.17559, 4.99703, -0.61833)  0.1190
H (-1.82326, 4.84122, -1.93585)  0.1357
H (-4.84482, 4.39966, -2.75196)  0.1420
H (-4.25015, 6.11797, -2.35511)  0.1412
H (-4.74737, 3.40519, -5.79354)  0.0723
H (-5.38051, 4.75108, -6.86716)  0.0876
H (-6.28277, 4.30708, -5.26841)  0.1032
F (-1.78050, 2.88743, 2.73651)  -0.3936
C (-3.60598, 8.15493, -8.13350)  0.0562
C (-4.24800, 9.03375, -7.35864)  0.0641
C (-4.32295, 10.46419, -7.71983)  -0.3500
O (-4.90297, 11.26623, -7.01828)  0.1455
C (-3.66016, 10.88705, -8.97517)  -0.0080
C (-3.01805, 10.00677, -9.74936)  -0.2127
C (-2.94421, 8.57307, -9.38563)  -0.3955
O (-2.36133, 7.77626, -10.09436)  0.1307
H (-3.54159, 7.10387, -7.88219)  0.1324
H (-4.73860, 8.74080, -6.43763)  0.1209
H (-3.72493, 11.94080, -9.22578)  0.1377
H (-2.52254, 10.29866, -10.67234)  0.0297
Al (-4.27181, 10.32103, -11.76672)  1.0935
Br (3.94197, -1.33945, -2.87271)  0.4880
O (6.14996, -2.62432, 0.24564)  -0.2668
P (6.26867, -3.87902, 1.12643)  0.7737
N (7.97167, -3.93484, 1.13266)  -0.3393
C (8.80886, -4.19887, -0.02229)  -0.1139
C (8.58599, -2.91435, 1.99176)  -0.1823
N (5.45841, -4.91559, 0.01892)  -0.3230
C (6.09809, -5.77327, -0.95585)  -0.1352
C (4.26883, -4.32257, -0.60624)  -0.1590
N (6.36331, -5.29415, 2.19717)  -0.3012
C (7.39689, -6.28829, 2.33177)  -0.2396
C (5.15257, -5.61164, 2.94423)  -0.1201
H (9.83393, -4.41243, 0.29685)  0.0683
H (8.82483, -3.36207, -0.72152)  0.0948
H (8.50865, -5.09503, -0.55404)  0.0469
H (8.40558, -3.16531, 3.04043)  0.0709
H (8.17073, -1.92133, 1.79567)  0.0804
H (9.66548, -2.85410, 1.86230)  -0.0208
H (6.62303, -5.19781, -1.72622)  0.0918
H (5.36314, -6.40790, -1.46371)  0.0898
H (6.79252, -6.47663, -0.49175)  -0.0057
H (4.53741, -3.69114, -1.45974)  0.0017
H (3.71781, -3.71012, 0.11116)  0.0771
H (3.57861, -5.09731, -0.95397)  0.0837
H (7.83995, -6.58287, 1.37432)  -0.1228
H (7.01538, -7.21328, 2.78467)  0.0160
H (8.20111, -5.92642, 2.98153)  0.0827
H (4.55849, -6.36955, 2.42118)  0.0873
H (4.53004, -4.72182, 3.06689)  0.0846
H (5.38195, -5.97570, 3.94983)  0.0452
C (-2.48227, 13.03253, -5.40626)  -1.5466
Cl (-2.53591, 14.62564, -4.64165)  0.5468
Cl (-1.32386, 13.02540, -6.74787)  0.5073
Cl (-2.06742, 11.78575, -4.22320)  0.5514
H (-3.47041, 12.81032, -5.80479)  -0.0177
C (5.08174, -5.37944, 6.81461)  -0.1881
Si (4.79095, -7.15078, 7.39920)  0.3407
C (6.41178, -7.76408, 8.11970)  -0.1605
C (4.38444, -8.17131, 5.87619)  -0.1604
N (3.49788, -7.13492, 8.56477)  -0.0246
Si (2.94002, -8.59607, 9.33455)  0.3426
C (4.27453, -9.43636, 10.35244)  -0.1610
C (2.24108, -9.83846, 8.11355)  -0.1624
C (1.54476, -8.14331, 10.52031)  -0.1884
H (5.88881, -5.35586, 6.07586)  0.0146
H (4.18059, -4.97228, 6.34990)  0.0324
H (5.36583, -4.73743, 7.65162)  0.0335
H (7.23289, -7.54634, 7.43091)  0.0395
H (6.39985, -8.84332, 8.28153)  0.0216
H (6.62938, -7.27041, 9.06971)  0.0415
H (3.39556, -7.91712, 5.48689)  0.0434
H (4.41221, -9.24176, 6.08718)  0.0229
H (5.11779, -7.97483, 5.08844)  0.0174
H (5.02030, -9.92292, 9.72025)  0.0206
H (3.82826, -10.21105, 10.98199)  0.0442
H (4.77906, -8.72058, 11.00538)  0.0402
H (1.53289, -9.36165, 7.43171)  0.0391
H (1.71131, -10.63066, 8.64980)  0.0441
H (3.02760, -10.31357, 7.52432)  0.0193
H (0.71474, -7.67977, 9.98137)  0.0301
H (1.89694, -7.44689, 11.28535)  0.0306
H (1.17081, -9.04095, 11.01891)  0.0302
C (12.24674, -3.41194, 3.42653)  -0.9740
Cl (11.01916, -4.63946, 3.07502)  0.5442
Cl (11.61430, -1.77894, 3.19010)  0.5580
H (12.56621, -3.51966, 4.46190)  0.0315
H (13.09565, -3.56158, 2.76124)  0.0333
Mg (7.93822, -8.44551, 1.02674)  0.7139
C (1.47951, 12.78807, -2.82875)  -0.0026
C (2.36765, 12.14749, -1.75900)  -0.6858
O (3.33856, 11.49290, -2.19740)  0.0543
O (2.00377, 12.36365, -0.58307)  0.0563
H (1.84519, 12.56541, -3.83258)  0.0741
H (0.46048, 12.40720, -2.73872)  0.0467
H (1.46592, 13.87194, -2.69739)  0.0854

Atoms 1-2, force components in eV/Å:
C 0.25 -0.01 -0.35
C 1.00 -0.18 1.42

The HOMO energy comes out at -7.924 eV. The charge is +1. As for the spin multiplicity: 1. The HOMO-LUMO gap comes out at 0.03265 Eh. The value obtained for the total energy is -13465.74501 Ha.

No. 2
Entry from OMol25: a molecular structure, C9H23BInNiO4 (the ωB97M-V functional and the def2-TZVPD basis).

Last column: Löwdin charge in e.
CARTESIAN COORDINATES (ANGSTROEM)
C (-0.12023, 0.48304, 3.83974)  -0.0804
C (-1.31875, 1.39179, 3.38182)  -0.2624
C (-1.13869, 1.86374, 1.91091)  -0.1920
C (-1.15056, 0.71705, 0.85549)  -0.3373
O (0.14974, 0.16382, 0.82289)  -0.3336
In (0.29078, -1.17142, -0.78516)  0.9157
C (-0.68680, -3.10972, -0.01145)  0.0127
B (-1.23009, -3.99834, -1.23574)  -0.6220
O (-2.56510, -4.46086, -1.17955)  0.1512
O (-0.45642, -4.35721, -2.35945)  0.1293
O (-0.70381, -0.42096, -2.42732)  -0.3357
C (0.03104, 0.54110, -3.16846)  -0.3362
C (0.85669, 1.57413, -2.32887)  -0.2044
C (2.41286, 1.27316, -2.29633)  -0.2357
C (2.94211, 1.43549, -0.82445)  -0.1228
H (-0.35935, -0.55891, 3.56812)  0.0804
H (0.81492, 0.79602, 3.35011)  0.0816
H (-0.00261, 0.53876, 4.93311)  0.0784
H (-1.31621, 2.27162, 4.07795)  0.0905
H (-2.27851, 0.87253, 3.56145)  0.1119
H (-1.97631, 2.57499, 1.63703)  0.0727
H (-0.18402, 2.42240, 1.86464)  0.1312
H (-1.41209, 1.16096, -0.12655)  0.1034
H (-1.90317, -0.06289, 1.10673)  0.1211
H (2.00081, -1.65571, -1.09131)  0.0656
H (0.04370, -3.67529, 0.60302)  0.0730
H (-1.52911, -2.82529, 0.65374)  0.0696
H (-2.65517, -4.85988, -0.30941)  0.1007
H (0.20853, -4.99001, -2.08255)  0.1059
H (0.71380, 0.10125, -3.92228)  0.1152
H (-0.72519, 1.13009, -3.73240)  0.1122
H (0.44721, 1.76105, -1.31895)  0.0786
H (0.77101, 2.54483, -2.86597)  0.1118
H (2.49576, 0.18654, -2.51324)  0.0684
H (2.97219, 1.88479, -3.01423)  0.1061
H (2.74720, 0.53128, -0.22079)  0.0321
H (2.45712, 2.30921, -0.34578)  0.0704
H (4.03278, 1.61736, -0.79619)  0.0721
Ni (-2.67610, 3.99950, 2.78966)  0.8010

Atoms 1-2, force components in eV/Å:
C -0.77 0.17 -0.07
C 0.65 0.01 0.35

The HOMO energy (alpha / beta) comes out at -11.471 / -11.408 eV. The charge is +1. As for the spin multiplicity: 3. The HOMO-LUMO gap (alpha / beta) comes out at 0.19264 / 0.18361 Eh. The value obtained for the total energy is -2380.54520 Ha.

No. 3
Entry from OMol25: C5H5Cl in the gas phase (the ωB97M-V functional and the def2-TZVPD basis).

Last column: Löwdin charge in e.
CARTESIAN COORDINATES (ANGSTROEM)
C (-0.05065, -2.03635, -1.30296)  0.1237
C (-0.15172, -0.79141, -0.50642)  -0.3369
C (1.03333, -1.67473, -0.44256)  -0.2273
C (-0.74190, 0.36168, -0.20031)  -0.6208
C (-0.33090, 1.46486, 0.80960)  -0.0999
Cl (-2.34907, 0.71774, -0.82365)  0.6440
H (1.53229, -2.11655, 0.53870)  0.1448
H (1.92970, -1.17378, -1.04162)  0.1491
H (-0.71452, 1.24766, 1.78406)  0.0683
H (-0.92120, 2.36724, 0.53465)  0.0592
H (0.76464, 1.63365, 0.65053)  0.0959

Atoms 1-2, force components in eV/Å:
C -1.83 0.36 -0.25
C 0.81 -0.84 -0.38

The HOMO energy comes out at -8.905 eV. The relative energy (zero: lowest compared OMol25 entry of this formula, charge and spin) comes out at 488.7 kJ/mol. The charge is 0. As for the spin multiplicity: 1. The HOMO-LUMO gap comes out at 0.27952 Eh. The value obtained for the total energy is -653.49463 Ha.